(1)
Molecular formula: C55H50I2KN4O4P2S
Method: DFT, wB97M-V/def2-TZVPD

Geometry as ORCA input:
```
! RIJCOSX wB97M-V def2-TZVPD def2/J DEFGRID3
* xyz -1 1
K -1.385 -0.881 0.007
I -2.637 -8.163 -2.436
C -2.209 -6.499 -1.275
C -0.932 -6.323 -0.758
C -0.631 -5.190 -0.037
I 1.293 -4.906 0.693
C -1.563 -4.142 0.187
O -1.258 -3.062 0.746
C -2.896 -4.392 -0.303
C -4.008 -3.432 0.023
N -3.839 -2.055 -0.451
C -5.068 -1.310 -0.363
C -4.896 0.187 -0.483
C -5.684 0.904 -1.376
C -5.543 2.280 -1.454
C -4.614 2.893 -0.633
C -3.878 2.097 0.231
N -4.013 0.784 0.319
C -3.182 -5.532 -1.026
H -0.163 -7.064 -0.935
H -4.131 -3.371 1.111
H -4.943 -3.866 -0.377
H -3.453 -2.046 -1.390
H -5.497 -1.505 0.627
H -5.828 -1.640 -1.095
H -6.379 0.374 -2.014
H -6.134 2.856 -2.153
H -4.442 3.960 -0.659
H -3.127 2.534 0.882
H -4.191 -5.679 -1.398
C 2.505 5.141 4.858
S 3.261 5.483 3.266
C 4.036 3.883 2.935
C 3.097 2.686 2.931
C 1.982 2.808 1.899
N 1.246 1.553 1.701
P -0.385 1.578 2.325
C -0.180 2.302 3.996
C 0.615 1.740 4.996
C 0.633 2.280 6.270
C -0.154 3.388 6.566
C -0.947 3.955 5.585
C -0.955 3.413 4.305
C -0.663 -0.164 2.857
C 0.358 -1.058 3.163
C 0.066 -2.291 3.714
C -1.251 -2.641 3.975
C -2.275 -1.762 3.666
C -1.986 -0.537 3.090
P 1.488 0.561 0.269
C 3.263 0.193 0.482
C 3.575 -1.068 0.977
C 4.890 -1.415 1.238
C 5.913 -0.511 0.988
C 5.614 0.738 0.464
C 4.295 1.084 0.210
C 1.474 1.836 -1.050
C 2.309 1.778 -2.161
C 2.214 2.726 -3.166
C 1.271 3.742 -3.080
C 0.411 3.786 -1.995
C 0.510 2.836 -0.991
H 2.069 6.068 5.226
H 3.240 4.801 5.589
H 1.709 4.403 4.788
H 4.846 3.719 3.650
H 4.502 3.995 1.953
H 2.682 2.530 3.927
H 3.692 1.798 2.711
H 2.413 3.132 0.948
H 1.303 3.625 2.177
H 1.208 0.862 4.775
H 1.251 1.830 7.036
H -0.146 3.803 7.567
H -1.562 4.818 5.806
H -1.580 3.848 3.533
H 1.386 -0.775 2.968
H 0.864 -2.994 3.917
H -1.478 -3.615 4.389
H -3.306 -2.046 3.835
H -2.788 0.136 2.804
H 2.782 -1.790 1.131
H 5.118 -2.402 1.620
H 6.942 -0.788 1.185
H 6.405 1.447 0.249
H 4.070 2.058 -0.210
H 3.022 0.969 -2.245
H 2.873 2.664 -4.023
H 1.197 4.485 -3.865
H -0.342 4.561 -1.926
H -0.173 2.887 -0.152
N -2.712 0.851 -2.765
C -1.941 0.947 -3.608
C -0.974 1.064 -4.661
C -0.186 -0.038 -4.982
C 0.762 0.081 -5.986
C 0.911 1.282 -6.667
C 0.109 2.368 -6.353
C -0.835 2.265 -5.346
H -0.316 -0.961 -4.432
H 1.384 -0.771 -6.223
H 1.658 1.367 -7.446
H 0.226 3.303 -6.887
H -1.453 3.112 -5.081
O -1.574 -3.124 -2.750
C -0.335 -3.590 -3.101
C -0.240 -4.833 -3.728
C 0.992 -5.356 -4.069
C 2.149 -4.642 -3.791
C 2.044 -3.412 -3.169
C 0.816 -2.851 -2.817
C 0.830 -1.486 -2.135
O 1.940 -1.113 -1.694
O -0.240 -0.846 -2.073
H -2.155 -3.893 -2.678
H -1.144 -5.402 -3.919
H 1.044 -6.329 -4.541
H 3.121 -5.046 -4.042
H 2.920 -2.833 -2.908
*
```

The relative energy (zero: lowest compared OMol25 entry of this formula, charge and spin) comes out at 10.7 kcal per mole. The calculation puts the strongest force on any atom at 1.21 eV Å⁻¹. The LUMO energy comes out at 2.03 eV. For the HOMO-LUMO gap, the calculation gives 6.455 eV. The HOMO energy comes out at -4.42 eV.

---

(2)
Molecular formula: C18H29N3O4
Method: DFT, wB97M-V/def2-TZVPD

Geometry as ORCA input:
```
! RIJCOSX wB97M-V def2-TZVPD def2/J DEFGRID3
* xyz 0 1
C -5.751 -3.007 -1.278
C -5.614 -2.625 0.189
H -6.476 -2.027 0.504
H -5.527 -3.513 0.819
O -4.420 -1.886 0.429
C -4.468 -0.564 0.178
O -5.477 -0.012 -0.215
C -3.192 0.077 0.442
C -2.007 -0.496 0.895
C -1.055 0.544 0.955
C -1.691 1.718 0.566
N -2.978 1.431 0.269
C -3.945 2.384 -0.221
C -3.935 2.443 -1.747
H -4.631 3.203 -2.090
H -2.942 2.680 -2.122
H -4.245 1.484 -2.152
H -3.712 3.365 0.197
H -4.934 2.076 0.118
C -1.154 3.107 0.554
H -1.093 3.505 -0.460
H -0.163 3.120 0.998
H -1.794 3.770 1.136
C 0.356 0.378 1.358
O 0.721 -0.308 2.293
N 1.236 1.080 0.586
H 0.908 1.471 -0.283
C 2.663 0.938 0.750
H 3.148 1.909 0.621
H 2.816 0.587 1.772
C 3.250 -0.057 -0.260
N 4.700 -0.023 -0.257
C 5.266 -0.626 -1.454
H 4.861 -0.121 -2.333
C 6.785 -0.456 -1.428
O 7.350 -1.057 -0.289
C 6.793 -0.507 0.882
C 5.274 -0.671 0.913
H 4.882 -0.200 1.814
H 5.024 -1.746 0.936
H 7.255 -1.034 1.718
H 7.039 0.564 0.942
H 7.242 -0.941 -2.292
H 7.023 0.619 -1.440
H 5.024 -1.702 -1.519
H 2.854 -1.065 -0.048
H 2.915 0.234 -1.261
C -1.750 -1.917 1.239
H -0.755 -2.015 1.665
H -1.834 -2.548 0.355
H -2.483 -2.268 1.961
H -6.631 -3.629 -1.413
H -4.872 -3.556 -1.607
H -5.857 -2.111 -1.885
*
```

As for the structure (SMILES): CCOC(=O)c1c(C)c(C(=O)NCCN2CCOCC2)c(C)n1CC. The relative energy (zero: lowest compared OMol25 entry of this formula, charge and spin) comes out at 35.2 kcal per mole. The calculation puts the strongest force on any atom at 0.73 eV Å⁻¹. The LUMO energy comes out at 0.60 eV. For the HOMO-LUMO gap, the calculation gives 9.023 eV. The HOMO energy comes out at -8.42 eV.

---

(3)
Molecular formula: C3H3N2O2S
Method: DFT, wB97M-V/def2-TZVPD

Geometry as ORCA input:
```
! RIJCOSX wB97M-V def2-TZVPD def2/J DEFGRID3
* xyz -1 1
C 0.668 -1.837 -0.018
C 2.555 -0.570 -0.295
C 0.059 -0.669 0.564
N 2.019 -1.655 -0.007
N 0.813 2.124 -0.331
O 0.118 -2.850 -0.444
O 4.011 0.484 1.012
S 0.828 0.755 -0.784
H -0.965 -0.422 0.533
H 0.601 -0.362 1.548
H 3.654 1.466 0.801
*
```

The relative energy (zero: lowest compared OMol25 entry of this formula, charge and spin) comes out at 154.1 kcal per mole. The calculation puts the strongest force on any atom at 3.69 eV Å⁻¹. The LUMO energy (alpha / beta) comes out at 3.09 / 2.88 eV. For the HOMO-LUMO gap (alpha / beta), the calculation gives 7.345 / 6.388 eV. The HOMO energy (alpha / beta) comes out at -4.26 / -3.51 eV.

---

(4)
Molecular formula: C29H34HfN10O3S
Method: DFT, wB97M-V/def2-TZVPD

Geometry as ORCA input:
```
! RIJCOSX wB97M-V def2-TZVPD def2/J DEFGRID3
* xyz 2 1
Hf 0.065 0.273 0.989
C 3.531 4.932 1.407
C 3.281 4.176 2.545
C 2.832 2.868 2.433
C 2.639 2.322 1.173
C 2.901 3.066 0.032
C 3.346 4.376 0.149
N 2.182 0.965 1.028
C 3.110 0.006 1.197
C 4.522 0.236 1.200
C 5.378 -0.815 1.270
C 4.943 -2.176 1.368
C 3.618 -2.443 1.417
C 2.693 -1.359 1.356
N 1.376 -1.496 1.583
N 0.840 -2.639 1.807
C -0.471 -2.493 2.279
C -1.115 -3.633 2.760
C -2.346 -3.483 3.354
C -2.913 -2.208 3.460
C -2.235 -1.140 2.930
N -1.038 -1.278 2.324
H 3.882 5.951 1.500
H 3.441 4.607 3.524
H 2.632 2.274 3.315
H 2.776 2.610 -0.943
H 3.557 4.956 -0.740
H 4.899 1.245 1.116
H 6.443 -0.619 1.245
H 5.676 -2.966 1.419
H 3.237 -3.448 1.525
H -0.615 -4.587 2.691
H -2.861 -4.344 3.759
H -3.856 -2.055 3.963
H -2.615 -0.128 2.983
N -0.898 4.432 2.482
C -0.646 3.288 1.826
S -0.540 1.855 2.871
N -0.550 3.379 0.527
N -0.252 2.184 -0.120
C -0.029 2.327 -1.377
C 0.407 1.303 -2.338
C 0.679 1.756 -3.631
C 1.174 0.913 -4.617
C 1.430 -0.412 -4.302
C 1.148 -0.907 -3.029
C 0.621 -0.063 -2.050
O 0.330 -0.558 -0.850
H -0.882 4.463 3.485
H -0.887 5.295 1.963
H -0.141 3.338 -1.764
H 0.512 2.802 -3.859
H 1.391 1.301 -5.602
H 1.878 -1.066 -5.041
H 1.416 -1.916 -2.736
N -1.622 -2.128 -4.022
C -2.110 -3.466 -3.515
C -2.526 -3.385 -2.051
N -1.508 -3.152 -1.066
H -1.245 -2.183 -4.970
H -0.860 -1.728 -3.443
H -2.374 -1.438 -4.042
H -1.287 -4.161 -3.676
H -2.942 -3.741 -4.161
H -3.043 -4.322 -1.832
H -3.286 -2.602 -1.944
H -1.121 -2.220 -1.015
H -0.767 -3.838 -1.027
N -5.717 0.488 0.222
C -4.541 -0.254 -0.200
C -3.286 0.450 0.281
O -3.476 1.569 0.912
O -2.166 -0.012 0.084
H -6.323 0.756 -0.539
H -4.462 1.681 0.944
H -6.268 -0.001 0.914
H -4.468 -0.305 -1.289
H -4.501 -1.277 0.178
*
```

The relative energy (zero: lowest compared OMol25 entry of this formula, charge and spin) comes out at 11.8 kcal per mole. The calculation puts the strongest force on any atom at 0.74 eV Å⁻¹. The LUMO energy (alpha / beta) comes out at -6.28 / -6.27 eV. For the HOMO-LUMO gap (alpha / beta), the calculation gives 5.927 / 5.929 eV. The HOMO energy (alpha / beta) comes out at -12.20 / -12.20 eV.

---

Question: Look up the strongest force on any atom of the fourth one.
Answer: 0.74 eV Å⁻¹

---

Question: What is the formula in the third record?
Answer: C3H3N2O2S

---

Question: What is the formula in the first record?
Answer: C55H50I2KN4O4P2S

---

Question: Which formula does entry 2 have?
Answer: C18H29N3O4